Density functional theory data (ωB97M-V with the def2-TZVPD basis set) for C17H17N3O4S as an isolated structure.

HOMO energy = -8.60 eV
Molar mass = 359.41 g mol⁻¹
LUMO level = -1.475 eV
HOMO-LUMO gap = 7.13 eV
Max |F| = 18.17 eV/Å

CARTESIAN COORDINATES (ANGSTROEM)
C: -1.770 -3.168 -1.705
C: -1.301 -4.149 -0.678
C: -0.885 -3.336 0.587
N: 0.194 -2.632 0.395
C: 0.040 -1.426 0.076
N: -1.261 -0.820 0.326
C: -1.460 0.446 0.247
C: -0.315 1.458 -0.296
C: 0.927 0.936 -0.302
C: 1.197 -0.508 -0.011
C: 2.425 -0.869 -0.015
O: 3.420 -0.385 -0.330
N: 2.478 -2.614 0.076
C: 1.379 -3.152 0.450
O: 1.466 -4.444 0.467
H: 3.278 -2.945 0.308
C: 2.210 1.612 -0.455
O: 2.456 2.037 -1.540
O: 2.864 2.274 0.553
C: 3.925 2.990 0.598
C: 3.597 4.405 0.130
H: 3.015 4.614 -0.578
H: 3.004 4.922 1.066
H: 4.507 5.026 0.363
H: 4.544 2.694 -0.581
H: 4.565 2.833 1.416
H: -0.454 2.304 -0.342
C: -2.692 1.214 0.110
C: -3.942 0.271 0.472
C: -5.002 1.039 0.428
C: -4.781 2.510 0.086
S: -3.156 2.705 -0.197
H: -5.467 3.245 0.104
H: -6.042 0.545 0.487
H: -3.862 -0.821 0.520
H: -0.761 -3.966 1.417
H: -1.811 -2.760 0.788
H: -2.313 -4.755 -0.178
H: -0.654 -4.741 -0.980
H: -1.076 -2.445 -1.992
H: -2.525 -2.566 -1.303
H: -2.312 -3.641 -2.423

Results of the Löwdin charge analysis, in e, for atoms 1 through 8: C -0.084; C -0.135; C -0.200; N 0.002; C -0.074; N 0.170; C -0.185; C 0.114

---

Density functional theory data (ωB97M-V with the def2-TZVPD basis set) for C31H29Cl2N2O4PSn as an isolated structure.

HOMO energy = -14.19 eV
Molar mass = 714.17 g mol⁻¹
Total charge = +2
LUMO level = -5.774 eV
HOMO-LUMO gap = 8.42 eV
Max |F| = 0.45 eV/Å

CARTESIAN COORDINATES (ANGSTROEM)
Sn: -0.886 -0.945 1.481
O: 1.953 0.849 7.802
C: 0.551 0.799 7.681
C: 0.200 0.562 6.241
C: -1.129 0.509 5.832
C: -1.408 0.245 4.511
N: -0.448 0.054 3.597
C: 0.836 0.136 3.973
C: 1.193 0.379 5.285
C: 1.831 -0.058 2.890
C: 3.147 0.346 3.007
C: 4.017 0.175 1.936
C: 5.441 0.643 2.019
O: 5.635 1.284 3.256
C: 3.525 -0.406 0.771
C: 2.202 -0.779 0.720
N: 1.368 -0.611 1.758
H: 2.192 1.008 8.721
H: 0.078 1.731 8.006
H: 0.120 -0.014 8.276
H: -1.939 0.654 6.536
H: -2.431 0.181 4.161
H: 2.226 0.410 5.599
H: 3.513 0.821 3.905
H: 5.630 1.313 1.174
H: 6.099 -0.225 1.904
H: 6.512 1.679 3.285
H: 4.160 -0.557 -0.092
H: 1.779 -1.216 -0.176
Cl: -2.725 -3.337 -0.082
C: -3.247 -4.242 1.362
Cl: -2.937 -3.340 2.861
H: -2.691 -5.168 1.400
H: -4.310 -4.418 1.286
O: -1.728 -0.057 -0.990
O: -0.541 0.286 -0.200
C: 2.022 -2.600 -3.767
C: 1.823 -1.418 -4.467
C: 0.832 -0.533 -4.069
C: 0.043 -0.835 -2.958
C: 0.239 -2.026 -2.262
C: 1.230 -2.905 -2.665
P: -1.293 0.250 -2.503
C: -0.841 1.945 -2.715
C: -1.859 2.865 -2.989
C: -1.539 4.200 -3.170
C: -0.215 4.611 -3.084
C: 0.796 3.696 -2.815
C: 0.490 2.359 -2.629
C: -2.761 -0.162 -3.417
C: -3.888 -0.676 -2.775
C: -4.974 -1.083 -3.535
C: -4.936 -0.977 -4.919
C: -3.822 -0.439 -5.554
C: -2.730 -0.037 -4.807
H: 2.794 -3.290 -4.082
H: 2.437 -1.188 -5.328
H: 0.676 0.385 -4.623
H: -0.393 -2.269 -1.415
H: 1.377 -3.836 -2.132
H: -2.888 2.534 -3.058
H: -2.320 4.918 -3.384
H: 0.031 5.656 -3.230
H: 1.825 4.026 -2.756
H: 1.272 1.647 -2.403
H: -3.921 -0.750 -1.696
H: -5.854 -1.481 -3.047
H: -5.776 -1.318 -5.509
H: -3.807 -0.336 -6.631
H: -1.858 0.377 -5.302

Results of the Löwdin charge analysis, in e, for atoms 1 through 8: Sn 1.382; O -0.040; C -0.193; C -0.135; C 0.023; C -0.102; N -0.055; C -0.189

---

Density functional theory data (ωB97M-V with the def2-TZVPD basis set) for one molecule with the formula C23H23N3O3.

HOMO energy = -8.38 eV
Molar mass = 389.45 g mol⁻¹
LUMO level = 0.510 eV
HOMO-LUMO gap = 8.89 eV
Max |F| = 1.27 eV/Å

CARTESIAN COORDINATES (ANGSTROEM)
O: -1.918 -2.782 -0.754
C: -2.033 -1.645 -0.351
C: -3.293 -0.885 -0.560
C: -4.409 -1.617 -0.966
C: -5.647 -1.030 -1.186
C: -5.732 0.329 -0.991
C: -4.619 1.076 -0.593
C: -3.395 0.503 -0.369
H: -2.560 1.115 -0.078
O: -4.978 2.394 -0.482
C: -6.345 2.454 -0.826
O: -6.806 1.156 -1.137
H: -6.479 3.111 -1.700
H: -6.923 2.856 0.022
H: -6.503 -1.605 -1.496
H: -4.284 -2.680 -1.108
C: -0.931 -0.962 0.435
C: -1.347 -0.854 1.909
C: -0.205 -0.230 2.703
C: 1.078 -1.032 2.501
N: 1.415 -1.069 1.090
C: 0.376 -1.750 0.340
H: 0.685 -1.814 -0.706
H: 0.211 -2.777 0.707
C: 2.730 -1.654 0.857
C: 3.168 -1.496 -0.561
C: 3.600 -0.349 -1.221
N: 3.927 -0.753 -2.474
N: 3.730 -2.051 -2.669
C: 3.279 -2.515 -1.521
H: 3.047 -3.556 -1.409
H: 4.248 -0.174 -3.235
C: 3.744 1.029 -0.783
C: 2.892 1.551 0.190
C: 3.032 2.862 0.606
C: 4.015 3.671 0.060
C: 4.864 3.160 -0.908
C: 4.732 1.850 -1.328
H: 5.417 1.457 -2.067
H: 5.635 3.785 -1.335
H: 4.121 4.695 0.387
H: 2.368 3.258 1.361
H: 2.121 0.916 0.599
H: 3.438 -1.134 1.511
H: 2.744 -2.728 1.116
H: 1.900 -0.553 3.040
H: 0.946 -2.049 2.913
H: -0.454 -0.202 3.765
H: -0.040 0.793 2.361
H: -2.255 -0.257 2.010
H: -1.557 -1.856 2.291
H: -0.753 0.040 0.037

Results of the Löwdin charge analysis, in e, for atoms 1 through 8: O 0.102; C -0.324; C -0.141; C -0.007; C 0.025; C -0.198; C -0.189; C 0.062

---

Density functional theory data (ωB97M-V with the def2-TZVPD basis set) for a 2-piece molecular cluster, C6H12N2 overall.

HOMO energy = -8.15 eV
Molar mass = 112.18 g mol⁻¹
LUMO level = 0.361 eV
HOMO-LUMO gap = 8.51 eV
Max |F| = 1.51 eV/Å

CARTESIAN COORDINATES (ANGSTROEM)
C: -1.265 0.780 0.731
C: 0.787 1.241 2.046
C: -1.106 1.801 -0.382
N: 0.078 0.274 1.221
C: 1.092 -1.369 -1.200
C: 0.615 -2.375 -1.835
C: 0.310 -3.500 -2.430
N: 1.731 -0.342 -0.976
H: -0.089 -0.562 1.775
H: 1.396 0.242 -0.204
H: -1.819 1.225 1.572
H: -1.824 -0.086 0.373
H: 0.188 1.639 2.875
H: 1.087 2.076 1.414
H: 1.693 0.782 2.440
H: -0.595 -4.053 -2.205
H: 0.927 -3.929 -3.211
H: -2.087 2.136 -0.715
H: -0.531 2.668 -0.064
H: -0.588 1.353 -1.226

Results of the Löwdin charge analysis, in e, for atoms 1 through 8: C -0.259; C -0.142; C -0.102; N -0.171; C -0.221; C -0.105; C -0.002; N 0.140

---

> Among the records above, which one has the highest HOMO-LUMO gap?

C23H23N3O3